Formula: C72H172N12O14
Source: the Open Molecules 2025 dataset
Level of theory: ωB97M-V with the def2-TZVPD basis set

Each line ends with the Löwdin charge.
Element x y z (Å)
C -5.65453 -14.42724 -25.14236  -0.061
C -6.22733 -15.36800 -24.09399  -0.436
C -5.20216 -16.34248 -23.35508  -0.193
O -4.61819 -17.27181 -24.27108  -0.180
C -5.61961 -18.29893 -24.64946  -0.058
N -6.89720 -14.58983 -23.09262  0.019
H -6.42438 -13.92249 -25.72602  0.076
H -4.90204 -14.89181 -25.77957  0.070
H -5.13821 -13.53846 -24.77964  0.074
H -6.99769 -16.03213 -24.48587  0.122
H -5.70790 -16.72808 -22.46985  0.107
H -4.37895 -15.74626 -22.96144  0.119
H -6.30618 -18.52812 -23.83448  0.069
H -5.14092 -19.20567 -25.01930  0.074
H -6.25062 -17.89487 -25.44108  0.055
H -7.29446 -15.16523 -22.36379  0.068
H -6.23289 -13.93265 -22.70934  0.071
C -4.85364 -27.01957 -25.53926  -0.043
C -5.62786 -27.46253 -24.23088  -0.366
C -7.14523 -27.65747 -24.27648  -0.207
O -7.87294 -26.48506 -24.53235  -0.196
C -9.23354 -26.68063 -24.87478  -0.093
N -5.04081 -28.71837 -23.71897  0.041
H -3.82861 -27.38953 -25.56267  0.067
H -4.90226 -25.97516 -25.84737  0.044
H -5.34160 -27.56930 -26.34411  0.067
H -5.29470 -26.65495 -23.57902  0.109
H -7.46297 -28.10963 -23.33696  0.122
H -7.40964 -28.45657 -24.96903  0.122
H -9.80347 -25.75198 -24.90432  0.068
H -9.70648 -27.31336 -24.12373  0.092
H -9.30636 -27.26658 -25.79101  0.082
H -4.94225 -29.44489 -24.41363  0.073
H -4.14595 -28.63563 -23.25802  0.036
C -7.64543 -23.80181 -27.08756  -0.054
C -6.19424 -23.36191 -27.05705  -0.386
C -5.55367 -23.26418 -28.51133  -0.168
O -4.17456 -23.01432 -28.47960  -0.184
C -3.56425 -23.08250 -29.72795  -0.105
N -6.19418 -22.01403 -26.48836  0.072
H -8.08806 -23.85565 -26.09294  0.063
H -7.68689 -24.80504 -27.51172  0.069
H -8.21960 -23.08911 -27.67957  0.072
H -5.61388 -24.07702 -26.47405  0.097
H -6.05910 -22.48438 -29.08104  0.110
H -5.75076 -24.22063 -28.99553  0.109
H -2.48063 -22.99255 -29.65204  0.073
H -4.01382 -22.30509 -30.34571  0.072
H -3.76761 -24.00862 -30.26558  0.081
H -5.27177 -21.60753 -26.55178  0.042
H -6.62050 -21.83185 -25.59105  0.060
C 1.55382 -21.75719 -26.23933  -0.040
C 1.95699 -20.55874 -27.24329  -0.362
C 0.97868 -20.38856 -28.45584  -0.169
O 1.01377 -21.68990 -29.08689  -0.189
C 0.18250 -21.78027 -30.19760  -0.130
N 1.88701 -19.37521 -26.33982  0.004
H 0.71669 -21.46493 -25.60538  0.050
H 2.38860 -22.16690 -25.67067  0.065
H 1.23133 -22.52725 -26.94012  0.054
H 2.96640 -20.61298 -27.65103  0.125
H 1.35864 -19.56737 -29.06361  0.116
H -0.00206 -20.00586 -28.17338  0.113
H 0.24948 -22.84831 -30.40471  0.095
H 0.44145 -21.08637 -30.99732  0.092
H -0.89344 -21.70104 -30.04213  0.053
H 2.13575 -18.57277 -26.90046  0.056
H 2.68224 -19.43726 -25.72026  0.064
C -0.60742 -29.32638 -31.55079  -0.046
C -1.36649 -28.77520 -30.28210  -0.378
C -2.28743 -27.55824 -30.50410  -0.184
O -2.83056 -27.20784 -29.22481  -0.226
C -2.00704 -26.44459 -28.35210  -0.080
N -2.19672 -29.89649 -29.71366  0.037
H -0.08165 -28.46180 -31.95596  0.051
H -1.35191 -29.69968 -32.25399  0.073
H 0.20942 -30.03152 -31.39700  0.073
H -0.61468 -28.54605 -29.52687  0.119
H -3.16127 -27.67604 -31.14491  0.116
H -1.78682 -26.63911 -30.80853  0.105
H -2.43148 -26.37399 -27.35062  0.075
H -1.92750 -25.42251 -28.72242  0.076
H -1.01556 -26.88024 -28.22848  0.083
H -2.77719 -29.57898 -28.95055  0.056
H -2.87489 -29.98794 -30.45651  0.055
C -1.00888 -25.76214 -33.41223  -0.051
C -2.51109 -25.32659 -33.48669  -0.424
C -2.60841 -23.86061 -33.84737  -0.210
O -1.90807 -22.96689 -32.98808  -0.183
C -2.31391 -21.58818 -33.19082  -0.078
N -3.09839 -26.12449 -34.54345  0.032
H -0.85559 -26.81239 -33.16407  0.045
H -0.53753 -25.17316 -32.62545  0.070
H -0.52596 -25.61986 -34.37900  0.083
H -3.05144 -25.54983 -32.56675  0.105
H -3.68040 -23.66704 -33.80911  0.112
H -2.25215 -23.74720 -34.87123  0.130
H -1.67256 -20.91274 -32.62463  0.075
H -3.35781 -21.38837 -32.94907  0.065
H -2.16305 -21.25284 -34.21692  0.086
H -2.65662 -26.08081 -35.45066  0.075
H -2.95826 -27.07738 -34.23937  0.069
C -13.80934 -29.32961 -31.03895  -0.116
O -12.73881 -29.12898 -30.16241  -0.210
C -11.54580 -28.69035 -30.81187  -0.241
C -10.44649 -28.62812 -29.79749  -0.192
N -9.43707 -27.69088 -30.35063  -0.056
C -8.18783 -27.81710 -29.60235  -0.198
C -7.07664 -26.88535 -30.17544  -0.199
O -6.75729 -27.21077 -31.53961  -0.189
C -5.84798 -26.27410 -32.08141  -0.113
H -13.46034 -29.93869 -31.87280  0.090
H -14.20388 -28.34788 -31.30098  0.071
H -14.59201 -29.80766 -30.44989  0.093
H -11.83600 -27.72908 -31.23595  0.111
H -11.33762 -29.32934 -31.67004  0.122
H -10.16785 -29.67461 -29.67374  0.122
H -10.75122 -28.10655 -28.89018  0.117
H -9.27609 -27.91317 -31.32262  0.103
H -7.88526 -28.86426 -29.59846  0.117
H -8.28878 -27.37025 -28.61330  0.105
H -6.17654 -27.07582 -29.59094  0.116
H -7.47532 -25.87158 -30.13794  0.112
H -5.59005 -26.53539 -33.10772  0.085
H -4.98873 -26.24863 -31.41123  0.058
H -6.21418 -25.24780 -32.10795  0.070
C -3.05363 -27.88801 -20.91271  -0.101
O -2.98342 -26.83327 -21.85216  -0.235
C -2.98915 -25.54049 -21.21511  -0.183
C -2.51269 -24.44576 -22.25282  -0.155
N -3.55913 -24.24629 -23.27563  -0.046
C -3.12213 -23.38246 -24.38561  -0.214
C -3.16414 -21.92526 -24.01147  -0.171
O -3.27884 -21.10450 -25.21760  -0.204
C -2.23294 -21.25529 -26.19289  -0.110
H -3.32816 -28.79975 -21.44325  0.072
H -3.80597 -27.62309 -20.16981  0.094
H -2.01783 -28.00886 -20.59551  0.093
H -2.28951 -25.49131 -20.38073  0.111
H -3.99377 -25.42857 -20.80728  0.115
H -1.65778 -24.89258 -22.76034  0.109
H -2.18760 -23.50381 -21.81107  0.115
H -3.94692 -25.08983 -23.67332  0.072
H -3.72399 -23.58309 -25.27195  0.106
H -2.11109 -23.61400 -24.72069  0.107
H -2.28191 -21.63817 -23.43933  0.117
H -4.02373 -21.70488 -23.37851  0.108
H -1.33502 -20.68930 -25.94489  0.075
H -2.55805 -20.83903 -27.14638  0.059
H -1.91439 -22.20874 -26.61428  0.082
C -10.54734 -22.06687 -34.90983  -0.026
C -9.74609 -20.97645 -34.17195  -0.457
C -10.38709 -20.84989 -32.74060  -0.128
C -9.45533 -20.38249 -31.58731  -0.153
C -8.24901 -21.29812 -31.68026  -0.120
C -7.42063 -21.09670 -33.03070  -0.504
N -8.31913 -21.36716 -34.12968  -0.117
O -7.72588 -21.24083 -35.39881  -0.006
C -6.73771 -19.74033 -33.06843  -0.025
C -6.33097 -22.16677 -32.99406  -0.040
C -9.84959 -19.54312 -34.80841  -0.025
H -10.11899 -22.24187 -35.89674  0.075
H -11.58951 -21.76448 -35.01256  0.086
H -10.37926 -22.98383 -34.34499  0.084
H -11.12859 -20.05849 -32.84996  0.114
H -10.98458 -21.70785 -32.43236  0.090
H -9.92027 -20.51119 -30.60987  0.112
H -9.17562 -19.37010 -31.87872  0.092
H -8.63919 -22.31451 -31.73330  0.109
H -7.59112 -21.41389 -30.81894  0.099
H -6.10011 -19.49272 -32.21975  0.073
H -6.03604 -19.60011 -33.89068  0.084
H -7.50979 -18.99305 -33.25161  0.063
H -6.87917 -23.10340 -32.89258  0.073
H -5.83923 -22.20561 -33.96606  0.078
H -5.71470 -22.01723 -32.10752  0.071
H -10.87452 -19.26379 -35.05255  0.079
H -9.34336 -19.41638 -35.76536  0.075
H -9.40038 -18.82166 -34.12591  0.066
H -7.47285 -22.13732 -35.63094  0.102
C -6.59538 -22.94009 -22.25486  -0.046
C -7.94661 -22.23138 -21.93374  -0.426
C -7.95220 -20.72265 -22.48156  -0.143
C -9.30958 -20.07175 -22.50433  -0.171
C -10.18954 -20.93113 -23.43284  -0.131
C -10.36877 -22.41229 -23.02955  -0.487
N -9.03328 -22.99350 -22.61508  -0.122
O -9.06532 -24.34766 -22.27502  -0.006
C -11.31034 -22.66152 -21.87278  -0.037
C -10.93519 -23.16313 -24.25309  -0.045
C -8.10536 -22.19480 -20.35391  -0.024
H -5.71839 -22.43303 -21.85252  0.070
H -6.50701 -23.03605 -23.33703  0.068
H -6.47486 -23.91166 -21.77566  0.071
H -7.25009 -20.11512 -21.91054  0.108
H -7.53566 -20.73329 -23.48877  0.095
H -9.21056 -19.06538 -22.91117  0.110
H -9.79613 -20.08338 -21.52902  0.110
H -9.89183 -20.89884 -24.48090  0.115
H -11.15724 -20.42949 -23.43743  0.117
H -10.87161 -22.23252 -20.97191  0.068
H -12.29673 -22.34112 -22.20818  0.090
H -11.43245 -23.72335 -21.65898  0.081
H -10.14768 -23.18903 -25.00625  0.067
H -11.32337 -24.14000 -23.96473  0.082
H -11.64475 -22.55973 -24.81925  0.077
H -7.40270 -21.48192 -19.92242  0.075
H -7.93133 -23.14356 -19.84630  0.076
H -9.12420 -21.89126 -20.11324  0.051
H -8.70004 -24.73251 -23.07506  0.069
C -12.97366 -23.46678 -27.65782  -0.006
C -12.44261 -24.11793 -29.02072  -0.473
C -12.79731 -25.60454 -29.05707  -0.094
C -14.33659 -25.93322 -29.41072  -0.148
C -14.78170 -25.15463 -30.61603  -0.143
C -14.43053 -23.64992 -30.61835  -0.522
N -12.98831 -23.48083 -30.23652  -0.098
O -12.64259 -22.14211 -30.32815  -0.017
C -14.60731 -23.17612 -31.97830  -0.078
C -15.42349 -22.87068 -29.79941  -0.042
C -10.92433 -23.96974 -29.06531  -0.042
H -12.32722 -23.85789 -26.87217  0.062
H -13.97633 -23.86870 -27.51216  0.053
H -13.06883 -22.38183 -27.61396  0.083
H -12.30213 -26.08000 -29.90373  0.096
H -12.45816 -26.06469 -28.12899  0.118
H -14.93978 -25.57287 -28.57741  0.094
H -14.59174 -26.99216 -29.45113  0.095
H -15.87110 -25.15024 -30.58023  0.118
H -14.49296 -25.71982 -31.50220  0.115
H -15.55942 -23.39174 -32.46317  0.097
H -14.59653 -22.08838 -32.04754  0.085
H -13.84380 -23.45937 -32.70280  0.094
H -16.45924 -22.95657 -30.12795  0.091
H -15.48441 -23.06117 -28.72791  0.071
H -15.24309 -21.79683 -29.84850  0.088
H -10.51190 -23.90894 -30.07243  0.080
H -10.38077 -24.79742 -28.60971  0.075
H -10.48865 -23.08291 -28.60508  0.071
H -11.81394 -22.19092 -30.81040  0.058
C -6.76578 -15.83681 -30.98337  -0.059
C -6.27784 -16.58419 -29.76229  -0.423
C -7.34640 -17.73475 -29.47518  -0.104
C -6.81659 -18.81548 -28.49811  -0.162
C -5.44852 -19.33848 -28.86402  -0.162
C -4.38585 -18.30142 -29.16200  -0.425
N -4.90572 -17.23973 -30.10447  -0.062
O -3.95255 -16.18806 -30.22300  -0.042
C -3.75943 -17.80719 -27.79242  -0.005
C -3.25481 -19.04350 -30.00075  -0.027
C -6.18399 -15.57649 -28.52120  -0.024
H -7.75883 -15.45591 -30.74489  0.085
H -6.96420 -16.46086 -31.85474  0.072
H -6.06131 -15.06302 -31.28840  0.081
H -8.28979 -17.38016 -29.06002  0.119
H -7.57687 -18.26366 -30.39998  0.086
H -7.54032 -19.62776 -28.43094  0.103
H -6.81133 -18.41117 -27.48588  0.083
H -5.43351 -20.06824 -29.67353  0.090
H -5.07820 -20.08752 -28.16409  0.098
H -2.97461 -17.05848 -27.90008  0.081
H -4.47537 -17.35275 -27.10758  0.044
H -3.34551 -18.57071 -27.13378  0.068
H -3.67933 -19.59120 -30.84212  0.053
H -2.51261 -18.44383 -30.52767  0.073
H -2.73493 -19.78672 -29.39623  0.058
H -5.38569 -14.83831 -28.59805  0.078
H -6.12282 -16.15982 -27.60246  0.046
H -7.06063 -14.93238 -28.45249  0.076
H -3.70686 -16.17239 -31.15090  0.098

Its charge is 0. Its structure (SMILES) is CC1(C)CCCC(C)(C)N1O.CC1(C)CCCC(C)(C)N1O.CC1(C)CCCC(C)(C)N1O.CC1(C)CCCC(C)(C)N1O.COC[C@H](C)N.COC[C@H](C)N.COC[C@H](C)N.COC[C@H](C)N.COC[C@H](C)N.COC[C@H](C)N.COCCNCCOC.COCCNCCOC. As for the LUMO energy: 0.567 eV. The HOMO energy is -7.755 eV. The value obtained for the strongest force on any atom is 3.76 eV/Å.